Here is 8 unconnected molecules or ions with the total composition C8H32N16O8 in a non-equilibrium geometry from the OMol25 dataset. Energies are from ωB97M-V with the def2-TZVPD basis set.

Its LUMO energy is 0.172 eV. Its HOMO energy is -8.56 eV. The value obtained for the energy above the lowest of the compared OMol25 structures with the same formula, charge and spin is 6.486 eV. The SMILES is NC(N)=O.NC(N)=O.NC(N)=O.NC(N)=O.NC(N)=O.NC(N)=O.NC(N)=O.NC(N)=O. The value obtained for the total energy is -49040.092 eV.

ORCA input file:
```
! RIJCOSX wB97M-V def2-TZVPD def2/J DEFGRID3
* xyz 0 1
N -0.92 3.75 1.09
C 0.30 3.73 0.57
N 0.88 4.87 0.78
O 0.85 2.76 0.08
H -1.35 4.55 1.52
H -1.49 2.95 0.87
H 1.66 5.18 0.22
H 0.59 5.39 1.59
N 3.60 -0.29 0.05
C 4.19 -1.39 -0.54
N 5.47 -1.23 -0.66
O 3.64 -2.40 -0.81
H 2.60 -0.27 0.20
H 3.97 0.64 0.17
H 5.94 -0.35 -0.48
H 6.01 -2.01 -0.99
N 0.24 0.03 0.36
C -0.32 -0.49 -0.71
N -0.67 0.48 -1.52
O -0.45 -1.66 -0.98
H 0.30 1.04 0.30
H 0.61 -0.54 1.11
H -0.35 1.42 -1.31
H -1.45 0.33 -2.15
N -1.46 -1.69 -4.76
C -2.22 -0.70 -5.04
N -1.69 -0.30 -6.14
O -3.16 -0.23 -4.50
H -1.47 -2.17 -3.87
H -0.60 -1.84 -5.26
H -1.98 0.55 -6.60
H -1.13 -1.00 -6.60
N 1.41 -2.83 4.54
C 1.01 -1.77 4.02
N -0.03 -1.44 4.76
O 1.54 -1.02 3.20
H 0.82 -3.40 5.13
H 2.16 -3.29 4.05
H -0.47 -0.55 4.59
H -0.47 -2.19 5.28
N -4.86 2.91 -4.42
C -4.21 3.02 -3.32
N -3.62 1.88 -2.99
O -4.30 4.01 -2.66
H -4.87 2.05 -4.95
H -5.43 3.72 -4.63
H -3.04 1.95 -2.17
H -3.69 0.96 -3.40
N 1.96 1.18 5.06
C 0.92 1.94 5.11
N 0.20 1.77 4.02
O 0.45 2.24 6.20
H 2.27 0.96 4.12
H 2.33 0.69 5.86
H -0.72 2.18 4.11
H 0.61 1.21 3.28
N 1.01 -4.30 -0.55
C 0.05 -4.92 0.10
N -1.03 -4.28 0.16
O 0.19 -5.97 0.61
H 2.00 -4.48 -0.67
H 0.72 -3.35 -0.77
H -1.21 -3.39 -0.29
H -1.84 -4.61 0.65
*
```